P:
# C6H20N2O2

A cluster of 3 separate species, C6H20N2O2 in total (the ωB97M-V functional and the def2-TZVPD basis, OMol25).

Structure (ORCA input):
```
! wB97M-V def2-TZVPD RIJCOSX def2/J DEFGRID3
* xyz 0 1
C -0.775 1.905 -0.606
N 0.483 1.878 -1.355
C 1.108 0.569 -1.610
C 1.114 -0.538 -0.540
C 1.924 -1.701 -1.101
N -0.211 -0.964 -0.105
C -0.229 -1.639 1.161
C -1.175 -1.399 -1.092
H -0.917 2.862 -0.139
H -0.865 1.081 0.096
H -1.587 1.835 -1.325
H 1.165 2.473 -0.921
H 0.593 0.155 -2.468
H 2.150 0.774 -1.863
H 1.577 -0.098 0.336
H 1.742 -2.579 -0.491
H 1.628 -1.948 -2.127
H 3.023 -1.587 -1.107
H 0.267 -2.621 1.220
H 0.255 -1.000 1.873
H -1.243 -1.900 1.408
H -0.782 -1.246 -2.099
H -2.093 -0.806 -1.042
H -1.314 -2.476 -1.071
O -2.615 0.256 2.825
H -2.301 -0.600 3.119
H -1.952 0.745 2.330
O 0.539 3.179 2.281
H 0.194 2.832 1.447
H 0.296 2.557 2.971
*
```

Values from the calculation:
SMILES: CNC[C@H](C)N(C)C.O.O
HOMO level (eV): -8.1
Gap between HOMO and LUMO (eV): 8.594


Q:
# C6H20N2O2

A cluster of 3 separate species, C6H20N2O2 in total (the ωB97M-V functional and the def2-TZVPD basis, OMol25).

Structure (ORCA input):
```
! wB97M-V def2-TZVPD RIJCOSX def2/J DEFGRID3
* xyz 0 1
C -2.035 -1.401 0.921
C -2.340 0.050 0.501
C -1.290 0.391 -0.571
C -1.649 1.875 -1.081
N 0.121 0.168 -0.317
C 1.053 0.552 -1.379
C 2.408 0.869 -0.708
N 2.561 2.003 0.205
H -2.850 -1.834 1.495
H -1.742 -1.994 0.063
H -1.221 -1.487 1.641
H -3.379 0.220 0.151
H -2.130 0.807 1.266
H -1.430 -0.106 -1.545
H -0.833 2.603 -1.241
H -2.134 1.770 -2.063
H -2.482 2.176 -0.433
H 0.490 0.460 0.581
H 1.107 -0.285 -2.104
H 0.673 1.480 -1.857
H 2.780 -0.108 -0.419
H 3.110 1.181 -1.509
H 2.454 1.638 1.144
H 1.984 2.816 0.054
O 0.904 -2.882 -0.118
H 0.639 -2.049 -0.507
H 1.815 -3.113 -0.362
O 1.444 -1.811 2.876
H 1.392 -2.523 2.229
H 0.581 -1.464 3.089
*
```

Values from the calculation:
SMILES: CC[C@@H](C)NCCN.O.O
HOMO level (eV): -8.7
Gap between HOMO and LUMO (eV): 9.480


Least stable of them? P.


P:
# C24H30N2O4

An isolated molecule of C24H30N2O4 (the ωB97M-V functional and the def2-TZVPD basis, OMol25).

Structure (ORCA input):
```
! wB97M-V def2-TZVPD RIJCOSX def2/J DEFGRID3
* xyz 0 1
C -3.327 -0.884 -3.648
C -3.181 0.085 -2.484
O -2.067 -0.254 -1.655
C -2.262 -1.177 -0.719
O -3.292 -1.782 -0.567
C -1.032 -1.364 0.167
C -1.250 -0.480 1.425
C -1.928 0.818 1.076
C -1.193 1.935 0.711
C -1.849 3.093 0.323
C -3.226 3.143 0.288
C -3.974 2.028 0.665
O -5.330 2.163 0.590
C -6.132 1.060 0.937
C -3.318 0.874 1.072
C -0.928 -2.851 0.537
C 0.354 -3.138 1.309
C 1.563 -2.658 0.502
N 1.427 -1.251 0.208
C 2.205 -0.242 0.665
O 1.936 0.923 0.432
C 3.426 -0.633 1.488
C 4.329 0.581 1.744
C 5.103 0.935 0.507
C 4.695 1.948 -0.352
C 5.433 2.200 -1.496
C 6.556 1.425 -1.741
N 6.958 0.459 -0.933
C 6.248 0.227 0.157
C 0.246 -0.944 -0.575
H -3.545 -1.881 -3.275
H -2.409 -0.914 -4.229
H -4.143 -0.562 -4.289
H -2.971 1.098 -2.832
H -4.088 0.085 -1.872
H -0.283 -0.278 1.885
H -1.870 -1.033 2.134
H -0.114 1.903 0.726
H -1.276 3.962 0.038
H -3.751 4.033 -0.023
H -7.159 1.376 0.760
H -6.014 0.793 1.992
H -5.910 0.186 0.317
H -3.873 -0.001 1.373
H -1.804 -3.147 1.115
H -0.932 -3.440 -0.384
H 0.445 -4.209 1.496
H 0.335 -2.627 2.273
H 2.481 -2.855 1.051
H 1.605 -3.207 -0.447
H 3.083 -1.042 2.442
H 3.998 -1.399 0.962
H 3.707 1.425 2.045
H 5.022 0.342 2.553
H 3.804 2.515 -0.129
H 5.142 2.980 -2.184
H 7.167 1.580 -2.622
H 6.620 -0.570 0.790
H 0.237 0.127 -0.773
H 0.306 -1.481 -1.529
*
```

Values from the calculation:
SMILES: CCOC(=O)[C@@]1(Cc2cccc(OC)c2)CCCN(C(=O)CCc2cccnc2)C1
HOMO level (eV): -8.3
Gap between HOMO and LUMO (eV): 8.949


Q:
# C24H30N2O4

An isolated molecule of C24H30N2O4 (the ωB97M-V functional and the def2-TZVPD basis, OMol25).

Structure (ORCA input):
```
! wB97M-V def2-TZVPD RIJCOSX def2/J DEFGRID3
* xyz 0 1
C 1.272 1.894 -4.181
O 0.743 0.770 -3.521
C 0.707 0.771 -2.152
C 1.150 1.826 -1.362
C 1.074 1.764 0.016
C 0.543 0.648 0.650
C 0.467 0.679 2.139
O 1.127 1.464 2.795
N -0.367 -0.228 2.710
C -0.850 -0.029 4.054
C -2.197 0.724 4.045
C -2.048 1.966 3.214
C -1.519 3.129 3.759
C -1.252 4.223 2.961
C -1.498 4.186 1.593
C -1.181 5.372 0.733
C -2.046 3.033 1.053
C -2.318 1.938 1.853
C 0.106 -0.413 -0.132
C 0.190 -0.375 -1.517
O -0.312 -1.470 -2.161
C 0.360 -2.029 -3.282
C -0.333 -3.371 -3.535
C -0.256 -4.244 -2.274
N 0.945 -3.954 -1.510
C 0.835 -3.683 -0.188
C 2.091 -3.222 0.523
O -0.215 -3.834 0.412
C 2.077 -3.628 -2.342
C 1.858 -2.264 -3.018
H 1.202 1.667 -5.244
H 0.692 2.797 -3.966
H 2.321 2.061 -3.915
H 1.552 2.715 -1.821
H 1.418 2.586 0.623
H -0.955 -0.784 2.108
H -0.956 -0.997 4.551
H -0.096 0.569 4.571
H -2.969 0.077 3.622
H -2.471 0.969 5.072
H -1.297 3.168 4.816
H -0.828 5.115 3.400
H -1.895 6.175 0.918
H -0.186 5.753 0.960
H -1.226 5.110 -0.321
H -2.246 2.979 -0.008
H -2.737 1.047 1.405
H -0.291 -1.321 0.294
H 0.240 -1.370 -4.151
H 0.153 -3.856 -4.382
H -1.378 -3.200 -3.789
H -1.102 -4.043 -1.614
H -0.269 -5.306 -2.547
H 2.443 -2.278 0.114
H 1.850 -3.078 1.573
H 2.878 -3.969 0.442
H 2.999 -3.627 -1.762
H 2.159 -4.411 -3.102
H 2.407 -2.223 -3.959
H 2.229 -1.462 -2.377
*
```

Values from the calculation:
SMILES: COc1ccc(C(=O)NCCc2ccc(C)cc2)cc1OC1CCN(C(C)=O)CC1
HOMO level (eV): -8.3
Gap between HOMO and LUMO (eV): 8.892


Least stable of them? Q.


P:
# C2H5N3OS

An isolated molecule of C2H5N3OS (the ωB97M-V functional and the def2-TZVPD basis, OMol25).

Structure (ORCA input):
```
! wB97M-V def2-TZVPD RIJCOSX def2/J DEFGRID3
* xyz 0 1
C 2.368 -0.553 0.188
N 1.061 -0.539 -0.379
N 0.505 0.632 -0.542
C -0.863 0.878 -0.218
O -1.317 1.995 0.107
N -1.487 -0.249 -0.164
S -3.110 -0.471 -0.189
H 2.890 -1.434 0.188
H 2.934 0.513 0.395
H 1.084 1.397 -0.399
H -0.973 -1.060 -0.207
H -3.092 -1.109 1.221
*
```

Values from the calculation:
SMILES: C=NNC(=O)NS
HOMO level (eV): -9.2
Gap between HOMO and LUMO (eV): 9.515


Q:
# C2H5N3OS

An isolated molecule of C2H5N3OS (the ωB97M-V functional and the def2-TZVPD basis, OMol25).

Structure (ORCA input):
```
! wB97M-V def2-TZVPD RIJCOSX def2/J DEFGRID3
* xyz 0 1
N -1.064 -1.323 -0.136
N -0.994 -0.343 -1.133
C -0.052 0.680 -1.380
C 1.000 1.071 -0.364
O 2.136 1.348 -0.672
N 0.871 0.639 0.945
S -0.268 0.592 2.146
H -1.687 -2.299 -0.234
H -0.173 -1.669 0.122
H -0.434 1.242 -2.426
H 1.815 0.565 1.385
H -1.150 -0.505 1.748
*
```

Values from the calculation:
SMILES: N/N=C\C(=O)NS
HOMO level (eV): -8.9
Gap between HOMO and LUMO (eV): 8.873


Least stable of them? Q.


P:
# C2H5N3OS

An isolated molecule of C2H5N3OS (the ωB97M-V functional and the def2-TZVPD basis, OMol25).

Structure (ORCA input):
```
! wB97M-V def2-TZVPD RIJCOSX def2/J DEFGRID3
* xyz 0 1
H -1.960 0.099 1.026
N -1.113 -0.167 1.525
C -0.067 -0.200 0.829
N 1.172 -0.425 1.390
N -0.004 0.030 -0.611
S 1.459 -0.057 -1.486
C -1.147 0.349 -1.356
O -2.276 0.445 -0.937
H 1.053 -0.708 2.338
H 1.806 -0.991 0.886
H 1.969 1.147 -1.167
H -0.891 0.479 -2.437
*
```

Values from the calculation:
SMILES: [H]/N=C(/N)N(S)C=O
HOMO level (eV): -9.7
Gap between HOMO and LUMO (eV): 10.081


Q:
# C2H5N3OS

An isolated molecule of C2H5N3OS (the ωB97M-V functional and the def2-TZVPD basis, OMol25).

Structure (ORCA input):
```
! wB97M-V def2-TZVPD RIJCOSX def2/J DEFGRID3
* xyz 0 1
N 1.261 2.619 -1.573
N 0.906 1.497 -0.854
C -0.308 1.326 -0.576
O -0.848 0.255 0.066
C -0.216 -0.900 0.441
N 1.077 -1.001 0.135
S -1.108 -2.039 1.237
H 2.237 2.833 -1.353
H 0.682 3.435 -1.383
H -1.101 2.035 -0.822
H 1.551 -1.857 0.416
H 1.578 -0.235 -0.319
*
```

Values from the calculation:
SMILES: N/N=C/OC(N)=S
HOMO level (eV): -8.5
Gap between HOMO and LUMO (eV): 9.231


R:
# C2H5N3OS

An isolated molecule of C2H5N3OS (the ωB97M-V functional and the def2-TZVPD basis, OMol25).

Structure (ORCA input):
```
! wB97M-V def2-TZVPD RIJCOSX def2/J DEFGRID3
* xyz 0 1
N 0.722 0.727 1.605
N 0.836 -0.144 0.457
C -0.236 -0.064 -0.313
N -1.276 0.640 -0.063
C -0.193 -0.834 -1.534
O -1.055 -0.627 -2.316
S 1.298 -1.859 -1.499
H 0.146 1.507 1.372
H 1.690 0.898 2.007
H -2.226 0.453 -0.521
H -1.433 0.911 1.012
H 1.726 -1.607 -0.206
*
```

Values from the calculation:
SMILES: N/N=C(\N)C(=O)S
HOMO level (eV): -8.5
Gap between HOMO and LUMO (eV): 8.912


Least stable of them? R.


P:
# C2H9NO4

A cluster of 3 separate species, C2H9NO4 in total (the ωB97M-V functional and the def2-TZVPD basis, OMol25).

Structure (ORCA input):
```
! wB97M-V def2-TZVPD RIJCOSX def2/J DEFGRID3
* xyz 0 1
N -1.377 2.072 0.134
C -0.992 1.100 -0.956
C 0.255 0.181 -0.603
O 0.747 0.053 0.480
O 0.535 -0.494 -1.724
H -0.874 2.888 -0.141
H -0.964 1.735 0.931
H -1.842 0.322 -0.954
H -0.809 1.561 -1.896
H 1.177 -1.285 -1.791
O -1.577 -0.064 2.022
H -2.421 -0.438 1.745
H -0.979 -0.392 1.314
O 2.224 -2.290 0.245
H 2.443 -1.363 0.466
H 2.911 -2.866 0.557
*
```

Values from the calculation:
SMILES: NCC(=O)O.O.O
HOMO level (eV): -9.8
Gap between HOMO and LUMO (eV): 10.245


Q:
# C2H9NO4

A cluster of 3 separate species, C2H9NO4 in total (the ωB97M-V functional and the def2-TZVPD basis, OMol25).

Structure (ORCA input):
```
! wB97M-V def2-TZVPD RIJCOSX def2/J DEFGRID3
* xyz 0 1
N 1.426 -0.709 0.283
C 1.824 0.225 -0.817
C 0.950 1.442 -0.691
O 0.151 1.793 0.133
O 1.209 2.331 -1.702
H 0.714 -1.367 -0.026
H 2.214 -1.355 0.336
H 1.869 -0.052 -1.858
H 2.850 0.543 -0.481
H 0.955 3.222 -1.428
O -2.616 -4.572 -0.347
H -3.214 -3.895 -0.010
H -1.874 -3.994 -0.586
O -2.374 2.210 2.097
H -2.138 1.337 2.417
H -1.947 2.841 2.679
*
```

Values from the calculation:
SMILES: NCC(=O)O.O.O
HOMO level (eV): -10.5
Gap between HOMO and LUMO (eV): 10.790


Least stable of them? Q.


P:
# C2H9NO4

A cluster of 3 separate species, C2H9NO4 in total (the ωB97M-V functional and the def2-TZVPD basis, OMol25).

Structure (ORCA input):
```
! wB97M-V def2-TZVPD RIJCOSX def2/J DEFGRID3
* xyz 0 1
N -1.598 1.682 0.322
C -2.164 0.399 0.637
C -1.092 -0.712 0.589
O 0.070 -0.590 0.779
O -1.694 -1.866 0.137
H -1.340 1.669 -0.655
H -2.253 2.450 0.417
H -3.008 0.161 -0.021
H -2.569 0.169 1.630
H -1.298 -2.640 0.563
O 2.742 2.737 -3.243
H 2.197 1.958 -3.454
H 2.696 2.827 -2.281
O 2.898 -3.027 1.759
H 2.830 -2.084 1.762
H 3.581 -3.134 1.059
*
```

Values from the calculation:
SMILES: NCC(=O)O.O.O
HOMO level (eV): -9.9
Gap between HOMO and LUMO (eV): 10.351


Q:
# C2H9NO4

A cluster of 3 separate species, C2H9NO4 in total (the ωB97M-V functional and the def2-TZVPD basis, OMol25).

Structure (ORCA input):
```
! wB97M-V def2-TZVPD RIJCOSX def2/J DEFGRID3
* xyz 0 1
C 0.321 -0.034 -2.540
N 0.019 1.189 -1.782
C 0.286 1.143 -0.426
O 0.809 2.151 0.076
O 0.286 0.054 0.347
H -0.098 0.135 -3.532
H -0.194 -0.863 -2.087
H 1.374 -0.247 -2.751
H 0.711 1.894 -2.013
H 0.452 0.370 1.260
O -2.910 -3.788 0.925
H -3.600 -3.944 0.253
H -2.953 -4.572 1.476
O 1.458 0.559 2.705
H 1.824 1.389 2.365
H 2.206 0.110 3.108
*
```

Values from the calculation:
SMILES: CNC(=O)O.O.O
HOMO level (eV): -9.8
Gap between HOMO and LUMO (eV): 10.519


R:
# C2H9NO4

A cluster of 3 separate species, C2H9NO4 in total (the ωB97M-V functional and the def2-TZVPD basis, OMol25).

Structure (ORCA input):
```
! wB97M-V def2-TZVPD RIJCOSX def2/J DEFGRID3
* xyz 0 1
N -0.065 1.236 -2.077
C 0.310 1.714 -0.846
C 0.190 0.777 0.435
O 0.725 -0.322 0.337
O -0.635 1.389 1.369
H 0.668 0.658 -2.573
H -0.851 0.486 -2.018
H -0.379 2.586 -0.644
H 1.334 2.103 -0.695
H -0.781 0.646 1.990
O -0.049 -2.302 -1.912
H 0.374 -1.940 -1.088
H 0.432 -3.195 -1.944
O -0.342 -0.942 3.434
H 0.232 -1.398 2.807
H -1.163 -1.496 3.425
*
```

Values from the calculation:
SMILES: NCC(=O)O.O.O
HOMO level (eV): -9.3
Gap between HOMO and LUMO (eV): 9.686


S:
# C2H9NO4

A cluster of 3 separate species, C2H9NO4 in total (the ωB97M-V functional and the def2-TZVPD basis, OMol25).

Structure (ORCA input):
```
! wB97M-V def2-TZVPD RIJCOSX def2/J DEFGRID3
* xyz 0 1
O -0.849 1.036 0.365
C -0.999 -0.118 0.857
N -0.170 -1.010 1.532
C 1.231 -0.901 1.275
O 1.748 -1.898 0.356
H -2.001 -0.490 1.087
H -0.628 -1.653 2.089
H 1.412 0.084 0.787
H 1.834 -0.801 2.196
H 1.798 -1.496 -0.575
O -2.366 1.225 -2.120
H -1.919 1.404 -1.346
H -2.988 0.641 -1.796
O 1.493 1.180 -1.461
H 1.078 1.775 -0.848
H 0.993 1.367 -2.223
*
```

Values from the calculation:
SMILES: O=CNCO.O.O
HOMO level (eV): -10.7
Gap between HOMO and LUMO (eV): 11.287


Least stable of them? S.


P:
# C2H9NO4

A cluster of 3 separate species, C2H9NO4 in total (the ωB97M-V functional and the def2-TZVPD basis, OMol25).

Structure (ORCA input):
```
! wB97M-V def2-TZVPD RIJCOSX def2/J DEFGRID3
* xyz 0 1
N -2.115 1.507 0.986
C -1.111 1.719 0.003
C 0.103 0.852 0.232
O 0.801 0.936 1.208
O 0.412 0.021 -0.785
H -1.869 1.388 1.960
H -2.984 2.005 0.848
H -0.656 2.710 -0.109
H -1.529 1.520 -0.977
H 1.357 -0.231 -0.620
O -0.307 -2.815 -0.078
H -0.282 -1.890 0.201
H 0.100 -3.237 0.694
O 2.792 -1.290 -0.861
H 2.200 -2.061 -0.933
H 3.089 -1.135 -1.769
*
```

Values from the calculation:
SMILES: NCC(=O)O.O.O
HOMO level (eV): -9.2
Gap between HOMO and LUMO (eV): 9.785


Q:
# C2H9NO4

A cluster of 3 separate species, C2H9NO4 in total (the ωB97M-V functional and the def2-TZVPD basis, OMol25).

Structure (ORCA input):
```
! wB97M-V def2-TZVPD RIJCOSX def2/J DEFGRID3
* xyz 0 1
C 1.175 -1.557 1.983
N 0.589 -1.139 0.732
C 1.324 -0.683 -0.349
O 0.900 -0.248 -1.386
O 2.625 -0.721 0.023
H 0.666 -2.434 2.378
H 1.203 -0.785 2.750
H 2.197 -1.902 1.835
H -0.393 -1.151 0.507
H 3.120 -0.331 -0.703
O -2.937 0.940 -2.853
H -3.242 1.864 -2.864
H -2.103 1.032 -2.412
O -1.489 2.125 0.335
H -1.218 2.981 -0.013
H -2.416 2.008 0.036
*
```

Values from the calculation:
SMILES: CNC(=O)O.O.O
HOMO level (eV): -9.7
Gap between HOMO and LUMO (eV): 10.177


Least stable of them? P.


P:
# C2H9NO4

A cluster of 3 separate species, C2H9NO4 in total (the ωB97M-V functional and the def2-TZVPD basis, OMol25).

Structure (ORCA input):
```
! wB97M-V def2-TZVPD RIJCOSX def2/J DEFGRID3
* xyz 0 1
N -2.489 -1.168 -0.280
C -2.158 0.124 0.296
C -0.681 0.228 0.623
O 0.022 -0.720 0.838
O -0.267 1.491 0.668
H -2.782 -1.881 0.371
H -3.113 -1.039 -1.055
H -2.743 0.373 1.187
H -2.358 0.858 -0.490
H 0.712 1.516 0.778
O 3.041 -0.719 -1.790
H 2.187 -1.090 -2.038
H 2.826 0.184 -1.511
O 2.344 0.915 0.787
H 3.292 0.944 0.620
H 2.169 -0.016 0.996
*
```

Values from the calculation:
SMILES: NCC(=O)O.O.O
HOMO level (eV): -9.5
Gap between HOMO and LUMO (eV): 10.039


Q:
# C2H9NO4

A cluster of 3 separate species, C2H9NO4 in total (the ωB97M-V functional and the def2-TZVPD basis, OMol25).

Structure (ORCA input):
```
! wB97M-V def2-TZVPD RIJCOSX def2/J DEFGRID3
* xyz 0 1
O -0.375 1.273 0.784
C -0.970 0.213 0.777
N -0.413 -0.997 1.022
C 0.972 -1.152 1.457
O 1.763 -1.673 0.402
H -2.066 0.204 0.700
H -0.960 -1.778 0.724
H 1.311 -0.118 1.506
H 0.983 -1.760 2.352
H 2.205 -0.942 -0.051
O -2.576 1.480 -1.729
H -1.796 1.140 -2.194
H -3.148 1.503 -2.510
O 1.777 0.556 -1.308
H 0.926 0.786 -0.906
H 2.366 1.263 -1.026
*
```

Values from the calculation:
SMILES: O=CNCO.O.O
HOMO level (eV): -10.1
Gap between HOMO and LUMO (eV): 10.669


Least stable of them? Q.